No. 1
Entry from the Open Molecules 2025 dataset: a structure of composition C27H43BN6O4PPtSTe (ωB97M-V with the def2-TZVPD basis set).

As for the total charge: -1. Its relative energy (zero: lowest compared OMol25 entry of this formula, charge and spin) is 22.1 kJ/mol. The calculation puts the maximum force at 0.3 eV Å⁻¹. The multiplicity is 1. The frontier orbital gap is 6.558 eV. The calculation puts the HOMO energy at -4.073 eV. Its lowest unoccupied orbital energy is 2.484 eV. Its electronic energy is -2836.252940 Ha.

CARTESIAN COORDINATES (ANGSTROEM)
Pt -0.657088 0.069041 -0.765915
C 1.934793 -2.457445 -1.105653
C 2.289526 -1.098998 -0.608348
C 3.529522 -0.650756 -0.127263
C 3.344331 0.680770 0.193145
C 4.320229 1.651067 0.764664
N 2.069350 0.999753 -0.089574
N 1.427212 -0.095488 -0.575411
B 1.418450 2.401964 0.003941
N 0.577160 2.530059 1.276670
N 0.002335 1.429302 1.815882
C -0.581191 1.820860 2.934073
C -1.343204 0.835236 3.757153
C -0.388043 3.203526 3.133762
C 0.347193 3.616652 2.048210
C 0.791150 4.990489 1.676475
N 0.619840 2.646010 -1.308837
N -0.276668 1.745322 -1.765541
C -0.621786 2.078569 -3.006558
C -1.569930 1.281208 -3.833077
C 0.053288 3.253645 -3.351082
C 0.832773 3.574625 -2.261324
C 1.778758 4.715497 -2.098977
H 2.826775 -2.951846 -1.492867
H 1.176347 -2.416864 -1.883416
H 1.522830 -3.073660 -0.306183
H 4.436311 -1.222123 -0.027087
H 5.258567 1.139447 0.973023
H 3.947010 2.083330 1.693681
H 4.518135 2.473167 0.076153
H 2.290819 3.231549 0.022471
H -1.278437 -0.144711 3.283721
H -2.399223 1.107176 3.828016
H -0.949935 0.767020 4.773934
H -0.764109 3.822984 3.931780
H 0.530170 5.687582 2.472087
H 0.292312 5.325917 0.764156
H 1.868642 5.042295 1.508782
H -1.557594 0.236992 -3.525252
H -1.293536 1.353880 -4.885559
H -2.592375 1.643279 -3.714200
H -0.020926 3.797196 -4.277278
H 1.733286 5.348081 -2.984724
H 2.804925 4.368032 -1.976503
H 1.533259 5.323816 -1.228881
C -2.275443 -3.616214 2.291653
C -1.105959 -4.332458 1.627769
C -1.205661 -5.832194 1.875009
C 0.218568 -3.789491 2.153917
O -1.115261 -4.212779 0.188000
P -1.482835 -2.887065 -0.651125
O -1.078444 -3.129569 -2.046720
O -0.923956 -1.725241 0.171014
O -3.078712 -2.729054 -0.477405
C -4.076212 -3.315209 -1.345675
C -5.378476 -3.094855 -0.591013
C -4.118480 -2.598044 -2.689048
C -3.790692 -4.801748 -1.517364
H -2.225924 -3.793913 3.367906
H -3.227539 -3.995395 1.920035
H -2.237198 -2.543299 2.109908
H -1.150059 -6.048710 2.943321
H -0.390659 -6.348593 1.367368
H -2.151143 -6.212325 1.486973
H 0.266612 -3.913644 3.238564
H 0.314957 -2.732272 1.913387
H 1.052990 -4.336567 1.712380
H -5.527254 -2.029381 -0.418156
H -5.346887 -3.600508 0.374909
H -6.220833 -3.484271 -1.166592
H -4.300635 -1.531970 -2.533451
H -4.933661 -3.004378 -3.293325
H -3.176843 -2.719617 -3.216576
H -3.736029 -5.290191 -0.542512
H -2.845269 -4.949516 -2.038239
H -4.586977 -5.273261 -2.098019
Te -3.184953 0.616893 -0.491785
C -3.008250 2.672098 -0.037595
C -3.151281 3.223359 1.206148
C -3.037224 4.640355 1.221751
C -2.807274 5.158502 -0.016591
S -2.734202 3.914589 -1.192494
H -3.313247 2.620226 2.087003
H -3.098460 5.242666 2.117505
H -2.661448 6.193096 -0.281005

Atomic forces in eV per Å
Pt -0.1 0.3 0.2
C 0.0 0.0 0.0
C 0.2 -0.1 0.0
C -0.1 0.1 0.0
C 0.0 -0.2 0.0
C 0.0 0.0 0.0
N 0.1 0.0 0.0
N -0.1 0.1 0.0
B 0.0 0.1 0.0
N 0.0 -0.2 -0.1
N 0.1 0.0 0.3
C 0.0 -0.1 -0.1
C 0.0 0.0 0.0
C -0.1 0.0 0.1
C 0.0 0.1 -0.1
C 0.0 0.0 0.0
N 0.0 0.1 0.0
N -0.1 -0.1 -0.3
C 0.0 0.1 0.1
C 0.0 0.0 0.0
C 0.0 0.0 -0.1
C 0.0 0.0 0.1
C 0.0 0.0 0.0
H 0.0 0.0 0.0
H 0.0 0.0 0.0
H 0.0 0.0 0.0
H 0.0 0.0 0.0
H 0.0 0.0 0.0
H 0.0 0.0 0.0
H 0.0 0.0 0.0
H 0.0 0.0 0.0
H 0.0 0.0 0.0
H 0.0 0.0 0.0
H 0.0 0.0 0.0
H 0.0 0.0 0.0
H 0.0 0.0 0.0
H 0.0 0.0 0.0
H 0.0 0.0 0.0
H 0.0 0.0 0.0
H 0.0 0.0 0.0
H 0.0 0.0 0.0
H 0.0 0.0 0.0
H 0.0 0.0 0.0
H 0.0 0.0 0.0
H 0.0 0.0 0.0
C 0.0 0.0 0.0
C 0.1 0.0 0.0
C 0.0 0.0 0.0
C 0.0 0.0 0.1
O -0.1 0.1 0.1
P -0.1 -0.2 0.2
O 0.0 0.1 -0.1
O 0.1 -0.2 -0.1
O 0.1 0.2 -0.2
C 0.0 -0.2 0.1
C 0.0 0.0 0.0
C 0.0 0.1 0.1
C -0.1 -0.1 -0.1
H 0.0 0.0 0.0
H 0.0 0.0 0.0
H 0.0 0.0 0.0
H 0.0 0.0 0.0
H 0.0 0.0 0.0
H 0.0 0.0 0.0
H 0.0 0.0 0.0
H 0.0 0.0 0.0
H 0.0 0.0 0.0
H 0.0 0.0 0.0
H 0.0 0.0 0.0
H 0.0 0.0 0.0
H 0.0 0.0 0.0
H 0.0 0.0 0.0
H 0.1 0.0 0.0
H 0.0 0.0 0.0
H 0.0 0.0 0.0
H 0.0 0.0 0.0
Te 0.0 -0.1 -0.1
C 0.0 0.0 0.1
C 0.0 0.0 -0.1
C 0.0 0.0 0.0
C 0.0 -0.1 0.0
S 0.0 0.0 -0.1
H 0.0 0.0 0.0
H 0.0 0.0 0.0
H 0.0 0.0 0.0

=====

No. 2
Entry from the Open Molecules 2025 dataset: a structure of composition C27H43ClF6N5O2PSi2Zr (ωB97M-V with the def2-TZVPD basis set).

As for the total charge: +1. Its relative energy (zero: lowest compared OMol25 entry of this formula, charge and spin) is 62.1 kJ/mol. The calculation puts the maximum force at 1.1 eV Å⁻¹. The multiplicity is 2. The frontier orbital gap (spin up / spin down) is 7.737 / 8.771 eV. The calculation puts the HOMO energy (spin up / spin down) at -10.738 / -11.890 eV. Its lowest unoccupied orbital energy (spin up / spin down) is -3.001 / -3.118 eV. Its electronic energy is -3505.914526 Ha.

CARTESIAN COORDINATES (ANGSTROEM)
Zr -1.146277 -0.520832 0.065826
C -1.285820 -3.739728 0.483109
C -2.756899 -3.436227 0.254994
N -3.093138 -1.980489 0.316745
C -3.794275 -1.639907 1.569454
C -2.768240 -1.511762 2.661015
C -3.068650 -1.499440 4.010855
C -2.032186 -1.315590 4.913699
C -0.730064 -1.175622 4.456794
C -0.503952 -1.213533 3.092916
C 0.887699 -1.128805 2.516206
N 0.932252 -0.836238 1.055000
C 1.783471 -1.774115 0.297486
C 1.022525 -3.061915 0.015992
N -0.416074 -2.789093 -0.247501
N -1.513040 -1.370000 2.228814
H -1.085069 -4.764366 0.156329
H -1.029386 -3.678239 1.539052
H -3.342016 -3.980224 0.999414
H -3.054740 -3.797273 -0.723984
H -3.699931 -1.791415 -0.475981
H -4.534001 -2.401800 1.828679
H -4.307580 -0.688642 1.443450
H -4.090230 -1.618069 4.344572
H -2.239251 -1.282463 5.975134
H 0.093586 -1.026538 5.141360
H 1.371557 -2.095719 2.679909
H 1.459103 -0.371755 3.053717
H 1.314921 0.105519 0.954107
H 2.705984 -1.989024 0.843320
H 2.057570 -1.275121 -0.636141
H 1.096811 -3.756739 0.853898
H 1.471812 -3.557019 -0.846069
H -0.601554 -2.936178 -1.241630
Cl -2.289070 -2.462773 -2.809015
C -1.768398 -0.871013 -2.102398
H -2.635186 -0.219182 -2.238566
H -1.019461 -0.495428 -2.799073
F -0.780011 1.237977 -0.857024
P -1.611423 2.832428 -2.004975
F -0.114544 3.332094 -1.922939
F -1.860757 3.453309 -0.570602
F -1.197568 1.872496 -3.193238
F -2.953911 2.007883 -1.834157
F -2.173745 3.982160 -2.870419
C 2.437456 2.142038 -0.021030
Si 3.101998 1.578382 -1.688828
C 4.860793 0.978200 -1.435891
C 3.090235 3.001361 -2.906343
C 2.032915 0.229713 -2.420712
Si 2.589290 -1.109963 -3.591948
C 1.190599 -2.322493 -3.909106
C 4.053327 -2.067828 -2.907872
C 3.065698 -0.280667 -5.204505
H 2.882213 3.108943 0.229126
H 2.722569 1.471501 0.797200
H 1.354470 2.277924 -0.022862
H 5.400672 1.676963 -0.792569
H 5.407205 0.913130 -2.379286
H 4.902098 -0.004812 -0.961567
H 3.881259 3.712274 -2.654867
H 2.137091 3.529424 -2.895389
H 3.268621 2.649788 -3.924352
H 1.002118 0.558307 -2.581420
H 0.855046 -2.826236 -2.997996
H 1.521775 -3.100546 -4.600867
H 0.318518 -1.837326 -4.351312
H 3.898410 -2.407921 -1.880066
H 4.966176 -1.471844 -2.918081
H 4.230545 -2.954996 -3.520567
H 2.313176 0.448163 -5.510637
H 3.161947 -1.020116 -6.002854
H 4.019699 0.242801 -5.114709
O -2.714165 0.821328 0.873121
C -2.004010 1.550017 1.638371
N -0.723122 1.259506 1.775306
C -0.181343 2.103445 2.758036
O 0.930633 1.994670 3.211123
C -1.278135 3.039922 3.189716
C -1.286030 4.077374 4.093604
C -2.488222 4.767315 4.257066
C -3.627017 4.419860 3.539980
C -3.613019 3.363204 2.629973
C -2.421298 2.690048 2.480171
H -0.396787 4.352570 4.644340
H -2.534833 5.595463 4.951619
H -4.537335 4.984848 3.688775
H -4.492098 3.094647 2.059964

Atomic forces in eV per Å
Zr -0.8 0.2 0.7
C 0.0 0.0 0.0
C 0.0 0.0 0.0
N 0.1 -0.1 0.0
C 0.0 -0.1 0.0
C 0.0 0.0 0.1
C 0.0 0.0 0.0
C 0.0 0.0 0.0
C 0.0 0.0 0.0
C 0.0 -0.1 0.0
C -0.1 -0.1 -0.1
N 0.1 0.1 0.1
C 0.0 0.0 0.0
C 0.0 0.0 0.0
N 0.0 -0.1 0.0
N 0.3 0.1 0.0
H 0.0 0.0 0.0
H 0.0 0.0 0.0
H 0.0 0.0 0.0
H 0.0 0.0 0.0
H 0.0 0.1 0.1
H 0.0 0.0 0.0
H 0.0 0.0 0.0
H 0.0 0.0 0.0
H 0.0 0.0 0.0
H 0.0 0.0 0.0
H 0.0 0.0 0.0
H 0.0 0.0 0.0
H 0.0 0.0 0.0
H 0.0 0.0 -0.1
H -0.1 0.0 0.0
H 0.0 0.1 0.1
H 0.0 -0.1 0.0
H 0.0 0.0 0.0
Cl 0.0 0.0 0.0
C -0.1 -0.1 -0.3
H 0.0 0.0 0.0
H 0.0 0.0 0.0
F 0.3 0.0 -0.5
P 0.2 0.1 0.0
F 0.0 0.0 0.0
F 0.0 0.0 0.0
F 0.0 0.0 0.0
F 0.1 0.0 0.0
F -0.1 0.1 0.1
C 0.0 0.0 0.0
Si 0.0 -0.1 0.0
C 0.0 0.0 0.0
C 0.0 0.0 0.0
C 0.1 0.2 -0.2
Si 0.0 0.0 0.1
C 0.0 0.0 0.0
C 0.0 0.0 0.0
C 0.0 0.0 0.0
H 0.0 0.0 0.0
H 0.0 0.0 0.0
H 0.0 0.0 0.0
H 0.0 0.0 0.0
H 0.0 0.0 0.0
H 0.0 0.0 0.0
H 0.0 0.0 0.0
H 0.0 0.0 0.0
H 0.0 0.0 0.0
H 0.0 0.0 0.1
H 0.0 0.0 0.0
H 0.0 0.0 0.0
H 0.0 0.0 0.0
H 0.0 0.0 0.0
H 0.0 0.0 0.0
H 0.0 0.0 0.0
H 0.0 0.0 0.0
H 0.0 0.0 0.0
H 0.0 0.0 0.0
O 0.0 -0.1 0.0
C -0.1 0.0 -0.2
N 0.0 0.0 0.0
C -0.2 -0.3 0.1
O 0.1 0.1 0.0
C 0.0 0.1 0.0
C 0.0 0.0 0.0
C 0.0 0.0 0.0
C 0.0 0.0 0.0
C 0.0 0.0 0.0
C 0.0 0.0 0.0
H 0.0 0.0 0.0
H 0.0 0.0 0.0
H 0.0 0.0 0.0
H 0.0 0.0 0.0

=====

No. 3
Entry from the Open Molecules 2025 dataset: a structure of composition C27H43ClN4PReSi (ωB97M-V with the def2-TZVPD basis set).

As for the total charge: +1. The calculation puts the maximum force at 1.3 eV Å⁻¹. The multiplicity is 4. The frontier orbital gap (spin up / spin down) is 7.669 / 7.117 eV. The calculation puts the HOMO energy (spin up / spin down) at -10.674 / -11.250 eV. Its lowest unoccupied orbital energy (spin up / spin down) is -3.005 / -4.133 eV. Its electronic energy is -2442.721594 Ha.

CARTESIAN COORDINATES (ANGSTROEM)
Re -0.161955 -0.327212 0.450751
C 0.650406 -0.574266 -4.489616
C 1.489860 -0.526415 -3.242575
C 2.758110 0.035134 -3.275361
C 3.575032 0.071414 -2.142998
C 4.958385 0.655055 -2.217562
C 3.104386 -0.457030 -0.951167
C 1.841905 -1.065209 -0.886282
C 1.042874 -1.081074 -2.045415
N 1.278551 -1.612134 0.293329
C 1.980175 -2.619668 1.126022
C 2.677341 -1.949633 2.318476
C 0.900209 -3.572846 1.649125
C 2.991857 -3.436181 0.312814
H 1.183885 -1.102785 -5.279852
H 0.442644 0.433223 -4.852681
H -0.296040 -1.083728 -4.315336
H 3.126439 0.455811 -4.204679
H 4.996047 1.477214 -2.930966
H 5.663028 -0.108757 -2.552469
H 5.293050 1.011019 -1.244454
H 3.716075 -0.383834 -0.062008
H 0.104867 -1.626971 -2.006834
H 1.946902 -1.457447 2.960294
H 3.402995 -1.207446 1.985814
H 3.202928 -2.699987 2.910137
H 0.102817 -3.010642 2.140271
H 1.326424 -4.276110 2.363731
H 0.474649 -4.137974 0.817709
H 3.929397 -2.905116 0.160143
H 2.581395 -3.697417 -0.664144
H 3.213270 -4.360470 0.845180
C -2.323908 -2.626242 -1.258925
Si -2.434823 -1.215786 0.008819
C -3.446527 0.214419 -0.738860
C -3.343072 -1.866827 1.531396
C -4.385967 -1.148173 2.116651
C -5.093733 -1.666334 3.190678
C -4.765135 -2.912144 3.705835
C -3.724478 -3.637012 3.141734
C -3.022316 -3.117972 2.065241
H -3.321094 -3.051852 -1.393829
H -1.661312 -3.428931 -0.930003
H -1.981198 -2.277556 -2.235141
H -4.433846 -0.143297 -1.041762
H -2.954132 0.630635 -1.621616
H -3.587105 1.021478 -0.016500
H -4.658370 -0.171344 1.734378
H -5.906399 -1.099415 3.626455
H -5.320520 -3.317394 4.541301
H -3.466225 -4.609857 3.540413
H -2.214663 -3.700982 1.632211
Cl -1.765755 1.060052 2.876622
C -0.569766 -0.225054 2.563763
H -0.989029 -1.143699 2.970036
H 0.327050 0.040507 3.123644
C 0.050318 4.988642 0.882540
N -1.064328 4.702180 -0.018001
C -0.613855 4.809231 -1.403039
N 0.517091 3.931425 -1.690922
C 1.602158 4.246488 -0.764815
N 1.205102 4.127107 0.637048
C 0.932703 2.753154 1.007065
P -0.508040 2.024919 0.042343
C -1.715444 3.448940 0.267404
C 0.142503 2.530879 -1.642423
H -0.280917 4.862444 1.914334
H 0.358236 6.023734 0.731880
H -0.299779 5.837707 -1.584775
H -1.442105 4.571128 -2.072301
H 1.912766 5.276360 -0.945156
H 2.448708 3.584433 -0.957783
H 0.721562 2.690394 2.077033
H 1.819457 2.143891 0.801128
H -2.082592 3.434790 1.293666
H -2.563547 3.302325 -0.404039
H -0.612999 2.333255 -2.407236
H 1.017425 1.910799 -1.865851

Atomic forces in eV per Å
Re 0.1 -0.5 1.0
C 0.0 0.0 0.1
C 0.1 0.2 -0.2
C -0.2 0.0 0.0
C 0.0 0.0 0.2
C -0.1 0.0 0.0
C 0.0 0.1 0.1
C 0.0 0.0 -0.3
C -0.2 -0.1 0.5
N 0.0 -0.1 0.2
C 0.0 -0.3 0.4
C -0.1 0.0 -0.2
C 0.0 0.2 -0.2
C -0.2 0.2 -0.1
H 0.0 0.0 0.0
H 0.0 0.0 0.0
H 0.0 0.0 0.0
H 0.0 0.0 0.0
H 0.0 0.0 0.0
H 0.0 0.0 0.0
H 0.0 0.0 0.0
H 0.0 -0.1 0.0
H 0.0 -0.1 -0.1
H 0.0 0.0 0.0
H 0.0 0.0 0.0
H 0.0 0.0 0.0
H 0.0 -0.1 0.0
H 0.0 0.0 0.0
H -0.1 0.0 0.0
H 0.0 0.1 0.0
H 0.0 -0.1 0.0
H 0.0 0.0 0.0
C 0.0 0.2 0.2
Si -0.8 -0.1 -0.4
C 0.2 -0.2 0.1
C 0.3 0.1 -0.2
C 0.0 0.0 0.0
C 0.0 0.0 0.1
C 0.0 0.1 0.0
C 0.0 -0.1 0.1
C 0.1 0.0 0.0
H 0.0 0.0 0.0
H 0.0 0.0 0.0
H 0.0 0.0 0.0
H 0.0 0.0 0.0
H 0.0 0.0 0.0
H 0.0 0.0 0.0
H 0.0 0.0 0.0
H 0.0 0.0 0.0
H 0.0 0.0 0.0
H 0.0 0.0 0.0
H 0.0 0.0 0.0
Cl -0.2 0.2 0.1
C 0.4 -0.1 -0.8
H 0.0 -0.1 -0.1
H 0.0 0.0 0.0
C 0.0 -0.1 0.0
N -0.1 0.2 0.0
C 0.0 -0.1 0.0
N 0.1 0.1 -0.1
C -0.1 -0.1 0.0
N 0.1 0.2 0.0
C -0.1 -0.1 0.0
P 0.6 1.1 -0.4
C -0.2 -0.4 0.1
C 0.0 -0.2 0.1
H 0.0 0.0 0.0
H 0.0 0.0 0.0
H 0.0 0.0 0.0
H 0.0 0.0 0.0
H 0.0 0.0 0.0
H 0.0 0.0 0.0
H -0.1 0.0 0.0
H 0.0 0.0 0.0
H 0.0 0.0 0.0
H 0.0 0.0 0.0
H 0.0 -0.1 0.0
H -0.1 0.0 0.0

=====

- Which value of total charge does entry 1 give?
  -1